# 1
Density functional theory data (ωB97M-V/def2-TZVPD) for a molecular structure, C46H58IrN2O2S2Se in a non-equilibrium geometry.

Geometry (Å):
Ir -0.528 0.040 0.671
Se 0.120 -0.327 -1.959
S -2.455 1.256 1.085
S -1.603 -1.718 1.730
O 0.309 1.812 0.152
O 1.153 -1.162 0.721
N -3.140 -1.480 3.879
N -3.595 1.248 3.450
C 5.935 -3.348 -2.729
C 4.490 -3.276 -3.250
C 4.016 -4.709 -3.585
C -3.985 -3.797 3.904
C 0.931 1.418 -2.088
C 2.757 -3.565 1.472
C -3.899 0.658 4.751
C 2.908 -2.651 2.701
C -4.763 3.853 1.170
C 1.837 -1.758 -0.165
C 3.650 -3.193 -0.863
C 1.520 1.809 -3.271
C -7.023 2.244 1.113
C 1.482 4.396 -5.441
C -2.948 0.519 2.559
C -3.881 2.658 3.206
C -4.232 -0.807 4.578
C -5.730 -5.314 4.572
C 3.043 2.450 -5.621
C -6.059 2.052 2.089
C -6.055 -5.529 3.242
C 2.491 -1.871 -2.521
C -4.326 -4.006 2.568
C -5.731 4.050 0.199
C -6.865 3.251 0.171
C 2.592 3.601 -4.718
C 1.239 6.091 -0.532
C -0.739 4.700 0.033
C -2.847 -2.861 4.262
C 1.174 3.637 -1.145
C -5.355 -4.873 2.239
C 0.787 2.265 -0.971
C 1.662 -1.415 -1.545
C -4.701 -4.444 4.903
C 1.382 -4.269 1.509
C 1.439 4.390 1.265
C -2.632 -0.872 2.817
C 3.558 -2.738 -2.190
C 1.795 3.979 -2.332
C 4.465 -2.421 -4.524
C 0.798 4.691 -0.102
C -4.924 2.856 2.124
C 2.806 -2.806 0.150
C 3.839 -4.644 1.542
C 3.784 4.537 -4.466
C 2.003 3.105 -3.407
H 1.327 -4.915 2.385
H -1.923 -3.163 3.774
H -1.044 5.541 0.660
H -5.605 -5.040 1.200
H -4.377 -1.274 5.550
H 3.750 -5.357 0.722
H -5.604 4.830 -0.539
H 3.014 -4.703 -4.018
H 4.003 -5.332 -2.691
H -6.204 1.279 2.837
H 0.644 3.745 -5.695
H 6.589 -3.660 -3.542
H 3.890 -2.175 2.709
H -1.097 3.782 0.491
H 0.791 6.379 -1.484
H 4.639 -1.369 -4.288
H 3.478 5.468 -3.991
H 1.881 4.825 -6.362
H -3.034 0.774 5.414
H 4.418 -3.918 -0.639
H -7.903 1.615 1.097
H 2.806 -3.251 3.606
H 2.526 4.456 1.197
H 2.119 5.003 -2.449
H -6.270 -5.829 5.353
H -3.880 4.482 1.193
H 0.575 -3.545 1.567
H 1.236 -4.881 0.617
H -1.213 4.811 -0.944
H 2.150 -1.877 2.725
H 5.256 -2.749 -5.196
H -7.635 3.419 -0.570
H -2.687 -2.877 5.342
H 2.328 -1.571 -3.546
H 2.196 1.882 -6.009
H 4.244 4.796 -5.419
H -2.956 3.169 2.924
H 1.172 3.401 1.623
H -5.154 -0.921 4.001
H 6.047 -4.077 -1.927
H 1.586 1.109 -4.094
H 4.705 -5.152 -4.304
H 2.325 6.156 -0.608
H -4.230 3.086 4.147
H -6.861 -6.204 2.985
H 3.577 2.854 -6.480
H 3.726 -5.200 2.472
H -4.748 1.172 5.195
H 3.717 1.773 -5.093
H 1.093 5.125 1.994
H 1.116 5.208 -4.813
H 6.273 -2.376 -2.369
H 0.916 6.814 0.217
H 4.838 -4.207 1.536
H 4.536 4.053 -3.841
H -3.781 -3.497 1.783
H -4.449 -4.279 5.945
H 3.522 -2.516 -5.063

The value obtained for the calculated total energy is -5349.260837 Eh. The molar mass is 1006.3 g/mol. The expectation value of S² is 0.78. The spin multiplicity is 2. Its total charge is +2. For the max |F|, the calculation gives 2.91 eV/Å. The calculation puts the frontier orbital gap (spin up / spin down) at 4.44 / 4.38 eV.


# 2
Density functional theory data (ωB97M-V/def2-TZVPD) for a molecular structure, C29H54LuP2Si in a non-equilibrium geometry.

Geometry (Å):
Lu -0.059 0.023 -0.187
P 1.043 -2.466 -0.144
P 1.788 1.843 0.674
Si 0.120 -0.085 5.118
C -1.808 0.881 1.380
C -1.771 3.064 -0.010
C -0.906 0.422 -5.480
C 2.176 -0.258 -4.534
C -1.033 -0.854 -4.692
C -2.308 0.671 -0.876
C 2.639 -2.707 -0.977
C -1.846 1.581 0.136
C 1.591 -0.960 5.822
C 1.327 -1.371 -5.221
C 1.439 -3.224 1.447
C -1.923 1.584 2.706
C 1.462 2.693 2.231
C 3.484 1.268 0.876
C -2.962 1.143 -2.107
C 2.003 3.301 -0.386
C 0.767 -0.319 2.043
C -0.034 1.556 -4.852
C -2.413 -0.625 -0.282
C -2.207 -1.611 2.087
C -0.148 -3.731 -0.693
C -0.004 -1.695 -4.588
C 0.599 -0.337 3.296
C -1.484 -0.865 5.786
C 0.555 1.303 -3.491
C -3.137 -1.792 -0.830
C -2.054 -0.504 1.100
C 0.071 1.697 5.813
C 1.580 0.438 -3.337
H -2.782 3.481 0.112
H 0.079 1.696 6.916
H -3.936 1.613 -1.893
H -2.407 -0.355 5.476
H 2.558 -2.792 -2.066
H -1.395 3.328 -1.003
H 2.652 4.025 0.113
H 3.151 -3.589 -0.586
H 0.569 3.320 2.167
H -1.113 3.508 0.748
H 1.637 -0.992 6.913
H 3.270 -1.833 -0.765
H 4.105 2.062 1.295
H 0.753 1.791 -5.590
H -2.017 -1.018 -4.221
H -0.501 0.216 -6.487
H 1.038 3.782 -0.580
H 0.352 -4.604 -1.117
H 2.068 0.231 -2.373
H 1.666 -4.279 1.283
H -2.963 1.453 3.071
H -1.851 -2.560 1.665
H 3.492 0.407 1.547
H 2.318 3.308 2.509
H -1.637 -1.390 2.994
H 3.897 0.956 -0.088
H 1.582 -1.979 5.422
H 0.586 -3.108 2.118
H 2.443 3.031 -1.349
H -3.116 0.321 -2.807
H -3.277 -1.756 2.316
H -2.931 -1.877 -1.900
H 3.124 -0.726 -4.226
H 2.442 0.468 -5.321
H 1.282 1.928 2.987
H 0.139 1.906 -2.671
H -0.746 -4.063 0.164
H -0.673 2.452 -4.794
H 0.951 2.279 5.509
H 1.942 -2.284 -5.211
H 2.281 -2.710 1.908
H -4.223 -1.702 -0.690
H -2.338 1.895 -2.602
H -0.045 -2.647 -4.035
H 2.486 -0.467 5.431
H -0.848 -3.335 -1.438
H 1.197 -1.087 -6.279
H -1.576 -1.912 5.470
H -0.814 2.282 5.525
H -2.825 -2.713 -0.338
H -1.916 0.840 -5.618
H -1.216 1.187 3.420
H -1.507 -0.875 6.888
H -1.734 2.664 2.556

The value obtained for the calculated total energy is -3344.877676 Eh. The molar mass is 667.8 g/mol. Its total charge is +1. For the max |F|, the calculation gives 2.95 eV/Å. The calculation puts the frontier orbital gap at 8.14 eV.